ORCA calculation (ωB97M-V/def2-TZVPD) on the molecule C4H9N3O in a non-equilibrium geometry.

The SMILES is C/C=C(O)/C(N)=N/N. The value obtained for the HOMO energy is -0.296 Eh. The value obtained for the gap between HOMO and LUMO is 8.856 eV. The electronic energy is -10810.042 eV.

XYZ file:
```
17
Properties=species:S:1:pos:R:3:forces:R:3:nbo_charge:R:1
C 2.441 -1.476 0.556 0.1 0.0 0.1 -0.6516
C 1.110 -1.004 0.066 0.5 0.6 -0.2 -0.1947
C 0.717 0.286 0.072 -0.4 -1.3 0.3 0.2084
O 1.572 1.317 0.418 -1.0 0.1 -0.1 -0.6757
C -0.729 0.589 -0.138 -1.2 -1.8 -0.9 0.3608
N -1.186 1.890 -0.059 0.0 0.3 0.2 -0.8540
N -1.529 -0.409 -0.451 3.4 0.5 0.5 -0.3544
N -2.809 -0.041 -0.762 -2.4 0.5 -0.4 -0.7099
H 2.364 -2.521 0.871 0.1 0.1 -0.1 0.2145
H 3.190 -1.420 -0.239 0.1 0.0 0.1 0.2213
H 2.783 -0.896 1.418 0.1 0.0 -0.2 0.2200
H 0.497 -1.776 -0.393 -0.4 0.5 0.4 0.2338
H 1.080 2.137 0.230 0.5 -0.3 0.1 0.4822
H -2.201 1.840 -0.160 0.0 0.2 0.0 0.4096
H -0.960 2.322 0.831 0.1 0.1 -0.1 0.3761
H -3.430 -0.804 -0.477 0.3 0.3 0.0 0.3599
H -2.910 -0.034 -1.782 0.1 0.2 0.3 0.3537
```
Forces are in eV/Å.